Record 1
56
Properties=species:S:1:pos:R:3:forces:R:3:nbo_charge:R:1 method="wB97M-V/def2-TZVPD" smiles="COC(=O)CCC(=O)Nc1cc(S(=O)(=O)Nc2ccc(Cl)cc2)ccc1N1CCOCC1" relative_energy_ev=0.609 energy_ev=-62279.9372 orbital_gap_ev=8.994 max_force_ha_per_bohr=0.0213
C -6.82274 -2.98660 0.62558 -0.323 0.204 0.104 -0.262
O -5.41946 -3.04568 0.40170 0.230 -0.265 -0.097 -0.502
C -4.73815 -1.91685 0.61107 0.248 0.019 -0.104 0.802
O -5.24659 -0.88056 0.95098 -0.143 0.048 0.055 -0.607
C -3.25942 -2.12713 0.38087 0.004 0.250 0.080 -0.510
C -2.51556 -0.80051 0.27447 -0.146 -0.393 0.162 -0.511
C -1.08212 -0.91719 0.76669 -0.394 0.350 -0.248 0.701
O -0.62247 -1.92426 1.25379 0.162 -0.305 0.161 -0.613
N -0.39898 0.25561 0.61922 -0.025 0.363 -0.031 -0.632
C 0.96250 0.49504 0.80088 0.390 -0.135 0.108 0.207
C 1.84458 -0.48543 1.22701 -0.190 0.015 0.200 -0.236
C 3.20313 -0.23725 1.19825 0.391 -0.186 0.071 -0.348
S 4.31934 -1.60229 1.51390 -0.219 -0.267 0.135 2.309
O 5.59941 -1.27556 0.96590 -0.162 0.170 -0.269 -0.928
O 4.25295 -2.04696 2.87198 -0.283 -0.059 0.045 -0.927
N 3.61925 -2.85173 0.60954 0.492 0.357 0.868 -0.837
C 2.97014 -2.52162 -0.57362 -0.237 0.136 -1.058 0.131
C 3.56397 -1.60401 -1.43893 -0.103 -0.228 -0.067 -0.245
C 2.89801 -1.18579 -2.57387 -0.152 -0.023 0.004 -0.204
C 1.63947 -1.69457 -2.85496 0.090 -0.047 0.168 -0.066
Cl 0.78079 -1.13222 -4.24805 -0.123 0.068 -0.217 -0.004
C 1.05698 -2.64184 -2.02931 0.067 0.088 -0.106 -0.233
C 1.72115 -3.05238 -0.88989 0.312 0.033 0.143 -0.186
C 3.70582 0.97963 0.79319 0.199 -0.079 0.060 -0.130
C 2.82483 1.99326 0.45039 -0.196 -0.030 0.066 -0.262
C 1.45212 1.77450 0.45485 0.187 -0.219 0.086 0.145
N 0.50891 2.74416 0.06964 -0.055 -0.014 -0.122 -0.474
C -0.30679 3.30339 1.14425 -0.317 0.278 -0.010 -0.252
C -1.52000 3.99656 0.51935 0.082 -0.168 0.344 -0.073
O -1.12057 5.00302 -0.37916 -0.012 0.135 0.035 -0.517
C -0.29932 4.47701 -1.39503 0.359 -0.051 -0.154 -0.070
C 0.95089 3.80967 -0.81313 -0.351 0.128 -0.247 -0.248
H -7.02958 -2.72727 1.66561 -0.012 -0.033 -0.086 0.193
H -7.27808 -2.23434 -0.02145 0.010 -0.080 0.058 0.194
H -7.20894 -3.97552 0.39418 0.034 0.044 0.009 0.198
H -2.86416 -2.68625 1.23460 -0.061 -0.038 -0.095 0.265
H -3.11986 -2.75121 -0.50107 0.007 -0.048 0.054 0.236
H -2.51679 -0.43602 -0.75432 0.001 0.093 0.014 0.228
H -3.03836 -0.06265 0.89125 0.079 0.033 -0.096 0.257
H -0.86840 1.01598 0.14211 -0.010 -0.150 -0.015 0.417
H 1.46791 -1.44372 1.53841 -0.085 -0.064 -0.066 0.265
H 3.12438 -3.49933 1.20499 0.011 0.017 0.196 0.417
H 4.54295 -1.22185 -1.19989 0.119 0.066 -0.090 0.245
H 3.35049 -0.46535 -3.23683 0.024 0.068 -0.072 0.228
H 0.08416 -3.04322 -2.26558 -0.093 -0.029 -0.040 0.228
H 1.25767 -3.76881 -0.22896 -0.093 -0.051 0.120 0.218
H 4.77328 1.12193 0.75562 0.132 0.083 -0.063 0.236
H 3.21370 2.95816 0.16698 0.013 0.114 -0.036 0.224
H -0.62522 2.51623 1.82787 -0.009 0.013 -0.001 0.218
H 0.27093 4.04735 1.71517 -0.024 -0.090 0.018 0.188
H -2.11940 4.48989 1.28570 0.006 -0.100 -0.019 0.203
H -2.14249 3.25349 -0.00481 0.026 0.026 0.063 0.159
H -0.02538 5.31888 -2.03204 0.012 -0.084 -0.016 0.199
H -0.86089 3.73875 -1.98767 0.075 0.054 0.024 0.167
H 1.55020 3.38199 -1.61774 0.021 0.047 0.000 0.219
H 1.53979 4.57147 -0.27967 0.035 -0.064 -0.026 0.180

=====

Record 2
54
Properties=species:S:1:pos:R:3:forces:R:3:nbo_charge:R:1 method="wB97M-V/def2-TZVPD" smiles="CCOC(=O)CC1(NC(=O)c2cc(COc3ccc(F)c(F)c3)on2)CCCCC1" relative_energy_ev=0.122 energy_ev=-40818.7940 orbital_gap_ev=9.546 max_force_ha_per_bohr=0.0210
C -2.28446 -3.37237 1.16167 -0.342 0.224 -0.135 -0.641
C -3.75172 -3.21100 0.79880 0.014 -0.402 0.460 -0.080
O -3.96456 -2.03254 0.01476 0.271 -0.122 -0.332 -0.521
C -4.61070 -1.01068 0.58571 -0.387 0.280 -0.173 0.810
O -5.02768 -1.00813 1.71170 -0.009 0.029 0.181 -0.596
C -4.80305 0.11859 -0.40574 0.200 0.070 0.143 -0.503
C -3.71384 1.21578 -0.29394 -0.688 -0.115 0.161 0.166
N -2.42454 0.62797 -0.62072 0.039 0.101 -0.223 -0.626
C -1.60541 -0.07807 0.17809 -0.059 0.259 -0.392 0.661
O -1.70735 -0.23928 1.37692 0.105 -0.061 0.166 -0.611
C -0.46459 -0.66621 -0.58325 0.851 -0.510 -0.368 0.058
C 0.62072 -1.40932 -0.05255 0.239 -0.093 -0.652 -0.315
C 1.35775 -1.73268 -1.15521 -0.459 0.173 0.933 0.281
C 2.62926 -2.50147 -1.32385 -0.058 -0.100 -0.311 -0.116
O 3.55950 -2.24308 -0.29845 -0.045 -0.135 0.146 -0.477
C 4.11499 -1.00274 -0.20756 0.289 0.462 0.094 0.310
C 3.86285 0.05752 -1.07174 -0.133 -0.333 -0.060 -0.305
C 4.49889 1.27319 -0.88209 0.287 0.037 0.333 -0.241
C 5.38551 1.44246 0.16251 -0.086 -0.001 -0.108 0.307
F 5.99701 2.62718 0.33483 0.016 -0.148 0.103 -0.308
C 5.63913 0.38344 1.02805 -0.090 -0.019 -0.105 0.351
F 6.49966 0.53169 2.04604 -0.090 0.095 -0.160 -0.303
C 5.01058 -0.83001 0.84826 -0.114 0.035 -0.139 -0.311
O 0.76620 -1.22237 -2.25075 0.589 -0.353 -0.041 -0.262
N -0.35818 -0.57220 -1.88685 -0.909 0.534 0.241 -0.129
C -3.99836 2.29748 -1.34737 0.355 -0.012 0.057 -0.396
C -2.99168 3.44201 -1.25673 -0.259 0.140 0.045 -0.402
C -3.02264 4.06652 0.13389 0.314 -0.114 -0.036 -0.396
C -2.72458 3.00759 1.18963 -0.273 0.083 0.015 -0.396
C -3.71997 1.85475 1.09888 0.351 -0.038 0.116 -0.435
H -2.15724 -4.26889 1.76173 0.027 -0.140 0.043 0.214
H -1.95028 -2.50925 1.73168 0.060 -0.021 0.051 0.241
H -1.67969 -3.45749 0.26126 0.110 -0.032 -0.062 0.202
H -4.09782 -4.04668 0.18291 -0.001 0.136 0.086 0.181
H -4.36392 -3.13824 1.70301 0.072 -0.087 -0.206 0.211
H -4.78424 -0.29872 -1.41364 -0.040 0.066 -0.012 0.225
H -5.77609 0.56897 -0.20980 -0.002 -0.022 0.006 0.235
H -2.20345 0.58101 -1.60646 0.051 -0.013 0.030 0.416
H 0.80352 -1.64810 0.97242 0.079 -0.073 0.248 0.260
H 2.42600 -3.57509 -1.24492 0.047 0.208 -0.099 0.226
H 3.05010 -2.29595 -2.31680 -0.033 -0.039 0.102 0.203
H 3.17908 -0.03828 -1.89867 -0.087 -0.034 -0.079 0.227
H 4.30968 2.10073 -1.54674 0.002 0.104 -0.048 0.236
H 5.20955 -1.64846 1.51980 0.059 -0.081 0.117 0.244
H -5.00289 2.68980 -1.18223 -0.088 -0.069 -0.003 0.212
H -3.97228 1.85394 -2.34608 -0.092 -0.077 -0.058 0.202
H -3.22820 4.19330 -2.01281 0.066 -0.029 -0.057 0.211
H -1.98721 3.06541 -1.46062 0.054 0.041 -0.070 0.200
H -2.29016 4.87331 0.19578 -0.052 0.077 0.006 0.209
H -4.01038 4.49535 0.31791 -0.060 0.082 0.015 0.192
H -2.77856 3.44747 2.18640 0.077 -0.032 0.041 0.214
H -1.71177 2.62528 1.05109 0.084 0.007 0.059 0.201
H -3.48608 1.10414 1.85135 -0.153 0.072 -0.029 0.260
H -4.72734 2.22615 1.29444 -0.102 -0.012 -0.041 0.206

=====

Record 3
63
Properties=species:S:1:pos:R:3:forces:R:3:nbo_charge:R:1 method="wB97M-V/def2-TZVPD" smiles="Cc1c(OC#N)c(CCC(=O)O)c(N(C(=O)F)C(=O)F)c2nsnc12.CCOC(=O)OC.CCOC(=O)OC" energy_ev=-66900.9113 orbital_gap_ev=6.786 max_force_ha_per_bohr=0.2345
C -2.27329 3.21656 -5.04337 -0.729 0.191 0.638 -0.681
C -1.91552 2.51363 -3.58450 0.009 -0.920 1.586 0.069
C -3.08633 2.12137 -2.46526 4.979 -0.549 -0.480 0.219
O -4.48423 2.40022 -2.82864 2.071 4.678 1.271 -0.480
C -4.60944 3.88333 -2.63493 -0.883 6.016 4.263 0.485
N -4.72676 5.10124 -2.14786 1.063 -11.050 -4.707 -0.318
C -2.71437 1.41977 -1.03145 3.694 0.098 -1.479 0.068
C -3.76521 0.94412 0.13234 1.169 0.291 0.643 -0.478
C -5.10749 1.87250 0.28441 -0.847 -1.594 0.385 -0.513
C -5.58076 1.80296 1.87291 -0.251 4.802 3.650 0.767
O -5.58925 2.92218 2.60340 -0.174 -7.464 -4.662 -0.544
O -6.01714 0.51422 2.50649 2.775 2.336 -2.741 -0.695
C -1.09303 1.12564 -0.75787 -1.838 1.407 -2.742 0.096
N -0.66412 0.44869 0.53715 2.576 0.747 0.141 -0.571
C 0.15371 -0.79797 0.28255 -2.900 -6.736 -2.964 0.969
O -0.51207 -1.89322 -0.14962 4.995 7.951 3.044 -0.514
F 1.62563 -0.93153 0.40890 -4.938 1.232 0.111 -0.316
C 0.00273 1.40844 1.49730 6.505 3.890 0.926 0.958
O 1.26215 1.85639 1.43049 -9.276 -3.516 0.507 -0.473
F -0.82750 1.97270 2.62535 2.037 -2.338 -4.069 -0.335
C 0.08100 1.50376 -1.84959 0.867 0.705 -2.099 0.108
N 1.59278 1.27639 -1.78981 -4.772 2.056 -2.966 -0.557
S 2.21023 1.89579 -3.30142 -3.655 -0.249 1.142 0.897
N 0.87146 2.48339 -4.26362 -2.323 -2.420 6.367 -0.541
C -0.29833 2.20982 -3.30929 -0.723 -0.588 1.128 0.096
H -3.44864 3.32556 -5.15775 2.541 -0.336 0.300 0.241
H -1.82124 4.30308 -5.12088 -0.781 -2.262 0.450 0.258
H -1.86808 2.61222 -5.95933 -0.656 0.893 2.032 0.259
H -3.98972 -0.21744 0.01172 0.324 2.566 -0.025 0.257
H -3.18254 1.03220 1.17062 -0.992 -0.177 -2.411 0.263
H -5.95788 1.33709 -0.35979 1.734 1.503 1.382 0.247
H -4.97275 2.99763 -0.00892 -0.189 -2.307 0.762 0.278
H -5.37750 -0.16939 2.11970 -1.400 1.103 0.661 0.483
C 8.12311 -0.82357 -4.18130 -0.141 0.305 0.074 -0.639
C 7.62392 -2.12304 -3.57462 0.222 0.038 -0.642 -0.071
O 7.23394 -1.92769 -2.20975 -1.032 0.201 0.352 -0.496
C 6.01084 -1.37334 -2.02275 -0.155 0.281 -0.279 0.986
O 5.22857 -1.04357 -2.90219 1.036 -0.478 1.196 -0.653
O 5.81414 -1.22340 -0.68931 0.348 -0.318 -1.143 -0.496
C 4.59069 -0.57155 -0.35581 -0.558 0.216 0.193 -0.258
H 8.91364 -0.38787 -3.56190 -0.004 -0.184 -0.107 0.213
H 8.51201 -0.99049 -5.18942 -0.024 -0.024 0.117 0.217
H 7.32084 -0.08119 -4.24018 0.045 -0.197 -0.055 0.222
H 8.43596 -2.85760 -3.57109 -0.196 0.106 0.339 0.191
H 6.80256 -2.55370 -4.15935 0.017 0.204 0.240 0.195
H 3.73558 -1.05898 -0.83521 0.269 0.192 -0.034 0.203
H 4.64268 0.48415 -0.63939 -0.120 -0.183 -0.063 0.186
H 4.45706 -0.63310 0.72778 0.286 -0.101 -0.221 0.201
C -2.68197 -1.89225 6.64530 -0.201 -0.181 -0.206 -0.639
C -1.25260 -1.54680 6.26655 -0.427 0.471 0.383 -0.072
O -0.63742 -2.63477 5.56587 0.054 -0.140 -1.207 -0.495
C -0.95689 -2.74218 4.25261 -0.316 0.067 0.018 0.987
O -1.70132 -1.99873 3.63036 1.051 -0.885 0.725 -0.660
O -0.32717 -3.83419 3.75237 -0.396 0.981 0.633 -0.494
C -0.64508 -4.11063 2.39022 -0.039 -0.115 -0.624 -0.261
H -2.71692 -2.83814 7.19530 0.094 0.183 0.052 0.212
H -3.12045 -1.10443 7.26374 0.087 -0.076 -0.055 0.220
H -3.30673 -2.01947 5.75550 0.124 0.140 0.095 0.222
H -0.66566 -1.38218 7.17616 0.109 -0.272 -0.286 0.193
H -1.20151 -0.62281 5.67863 -0.033 -0.298 -0.067 0.196
H -0.48698 -3.23130 1.75745 -0.190 -0.237 0.224 0.206
H -1.67898 -4.46105 2.31356 0.111 0.191 -0.046 0.185
H 0.01762 -4.90748 2.04141 -0.031 0.152 0.352 0.198